Record 1
Below is a 2-piece molecular cluster, C10H9NO7P overall at a distorted geometry, with properties calculated with wB97M-V/def2-TZVPD.

```
! RIJCOSX wB97M-V def2-TZVPD def2/J DEFGRID3
* xyz -1 1
P 3.25160 -0.89664 0.40031
O -1.09303 1.78557 -2.44871
O 2.11744 -0.91306 3.55710
O -3.19082 1.10570 -1.92683
O 3.71293 0.21132 1.28773
O 1.29913 -3.89423 0.39786
O 4.59526 -1.61120 -0.27207
O 2.33711 -0.21581 -0.78845
N 2.38558 -2.00929 1.41378
C 1.77109 -1.17879 2.45017
C -1.65498 0.50760 1.25977
C -0.43105 0.41454 2.08145
C -1.97531 -0.53608 0.26621
C 0.12144 -1.75150 0.78906
C -2.32499 1.93950 -2.29963
C 1.29591 -2.76716 0.79116
C 0.42520 -0.71594 1.81462
C -2.86630 3.34017 -2.61293
C -1.09872 -1.68260 0.00762
H 1.71494 -0.84984 -1.19850
H -0.14925 1.15586 2.85641
H -2.93098 -0.41792 -0.30376
H 5.33861 -0.98988 -0.13884
H -2.32014 1.39074 1.42026
H -3.34241 3.76169 -1.72387
H -2.06668 4.01244 -2.92934
H -3.60703 3.28098 -3.41419
H -1.31455 -2.47619 -0.73638
*
```

The HOMO energy comes out at -4.552 eV. The calculation puts the strongest force on any atom at 3.76 eV/A. The calculation puts the relative energy (zero: lowest compared OMol25 entry of this formula, charge and spin) at 49.7 kcal per mole. For the HOMO-LUMO gap, the calculation gives 6.547 eV.

Record 2
Below is a 2-piece molecular cluster, C10H9NS2 overall at a distorted geometry, with properties calculated with wB97M-V/def2-TZVPD.

```
! RIJCOSX wB97M-V def2-TZVPD def2/J DEFGRID3
* xyz 0 1
S -0.73893 -2.05742 -0.07380
S -3.59198 -1.01844 -0.75987
N -1.61160 1.65667 1.66597
C 3.15264 -0.49187 -0.83128
C -4.02517 0.79650 -0.32625
C 2.19150 -1.19705 1.28581
C 2.09426 0.28135 -1.10483
C 0.00561 1.33086 -0.26224
C -0.90467 1.52632 0.80426
C 1.05003 0.39533 -0.09046
C 1.07108 -0.37949 1.07706
C -2.11036 -1.26147 -0.13199
C 3.22332 -1.21025 0.34491
H -4.13035 1.23201 -1.31170
H 2.23519 0.85560 -2.09792
H -3.12269 1.34846 0.12869
H -5.06140 0.88239 0.13549
H 2.25342 -1.74455 2.20807
H -0.12427 1.84452 -1.12660
H 0.23964 -0.30512 1.71040
H 4.12372 -1.86555 0.42874
H 3.78102 -0.61882 -1.67243
*
```

The HOMO energy (alpha / beta) comes out at -7.801 / -6.983 eV. The calculation puts the strongest force on any atom at 4.43 eV/A. The calculation puts the relative energy (zero: lowest compared OMol25 entry of this formula, charge and spin) at 98.5 kcal per mole. For the HOMO-LUMO gap (alpha / beta), the calculation gives 7.321 / 5.539 eV.

Record 3
Below is C11H10AlClNS as an isolated structure at a distorted geometry, with properties calculated with wB97M-V/def2-TZVPD.

```
! RIJCOSX wB97M-V def2-TZVPD def2/J DEFGRID3
* xyz -1 1
Cl 1.98988 1.50853 0.68687
S -0.84409 1.05896 2.30346
Al 0.31276 0.58184 -0.26011
N 0.00563 0.11117 4.85082
C -1.13113 1.68020 -1.87826
C 0.71574 -1.30827 1.89317
C 0.09267 2.33066 -1.52155
C 0.88252 -1.30215 0.46123
C -0.41793 -1.68482 -0.08065
C 1.18753 1.48085 -1.98898
C -1.25232 -2.06231 1.01615
C 0.59568 0.35123 -2.64575
C -0.80840 0.49901 -2.59305
C -0.53015 -1.86755 2.21404
C -0.28411 0.58026 3.78843
H -1.51956 -0.10313 -3.16414
H 0.19323 3.37688 -1.23124
H -2.10272 2.18093 -1.89416
H -0.64456 -1.82740 -1.14108
H 2.21776 1.79731 -2.12981
H 1.81875 -1.32527 -0.06590
H -2.24861 -2.49110 0.91252
H 1.53309 -1.03499 2.55622
H 1.14385 -0.34658 -3.28118
H -0.90552 -2.18424 3.19294
*
```

The HOMO energy comes out at -4.047 eV. The calculation puts the strongest force on any atom at 3.56 eV/A. The calculation puts the relative energy (zero: lowest compared OMol25 entry of this formula, charge and spin) at 44.3 kcal per mole. For the HOMO-LUMO gap, the calculation gives 6.893 eV.

Record 4
Below is C11H10AuN3O4S as an isolated structure at a distorted geometry, with properties calculated with wB97M-V/def2-TZVPD.

```
! RIJCOSX wB97M-V def2-TZVPD def2/J DEFGRID3
* xyz -2 1
Au -1.29111 -1.23478 -0.02306
S -0.73508 -3.23073 -1.04009
O -0.78704 5.21541 2.30375
O 1.59736 1.37406 -0.20185
O 0.38788 -0.52655 -0.44489
O -2.89017 4.82264 3.02660
N 1.90687 -2.39096 -1.26919
N 0.62153 -2.00712 -3.04859
N -1.73657 0.44391 0.82306
C 0.54506 0.67091 -0.03945
C -2.86909 2.22615 1.99651
C -1.81131 4.47469 2.43968
C 0.59216 -2.55700 -1.75606
C 2.65989 -1.76952 -2.24641
C 1.88350 -1.54059 -3.31395
C -1.76375 3.07344 1.86868
C -2.80616 0.94872 1.46780
C -0.63502 2.56807 1.19905
C 2.40758 -2.79194 0.02388
C -0.64902 1.26071 0.69065
H -3.64851 0.27193 1.55299
H 0.25009 3.18789 1.07361
H 3.70400 -1.53336 -2.10863
H -3.76370 2.56991 2.50492
H -0.70643 -1.78606 1.37851
H 3.46610 -2.53639 0.12536
H 2.13689 -1.07535 -4.25392
H 1.83100 -2.28432 0.80262
H -0.17516 -1.97155 -3.66856
H 2.27823 -3.87222 0.13695
*
```

The HOMO energy (alpha / beta) comes out at 1.302 / 1.303 eV. The calculation puts the strongest force on any atom at 10.26 eV/A. For the HOMO-LUMO gap (alpha / beta), the calculation gives 3.396 / 3.396 eV.

Record 5
Below is C11H10BrF3MnO3S as an isolated structure at a distorted geometry, with properties calculated with wB97M-V/def2-TZVPD.

```
! RIJCOSX wB97M-V def2-TZVPD def2/J DEFGRID3
* xyz -2 6
Br 0.62761 -2.05794 -1.09618
Mn -0.39599 -0.93910 0.69136
S 1.68688 -0.03323 3.18849
F 1.59881 1.57366 5.41576
F 0.17886 2.07808 3.82078
F -0.12179 0.26011 5.05219
O 0.51878 -0.55046 2.39256
O 2.24799 -1.12214 3.94934
O 2.51707 0.89646 2.45907
C 0.05149 0.54631 -4.25973
C -2.40255 -1.00388 -0.17493
C 0.81084 1.04251 4.45378
C -2.03106 -0.39007 2.03613
C 1.05700 1.42673 -3.75738
C 0.55776 -0.78072 -4.19150
C -2.47871 -1.47363 1.18661
C -1.92741 0.35857 -0.14976
C 2.18405 0.63877 -3.37987
C 1.88625 -0.72323 -3.66680
C -1.63053 0.71719 1.20447
H 0.02483 -1.67809 -4.47608
H -0.92557 0.83556 -4.62757
H -2.71931 -1.51471 -1.08295
H -1.82759 1.05471 -0.97637
H -1.21072 1.68143 1.50553
H 2.55812 -1.56011 -3.52242
H -2.86083 -2.45054 1.51740
H 0.97337 2.50403 -3.67582
H -2.05764 -0.33903 3.11320
H 3.10997 1.00275 -2.94932
*
```

The HOMO energy (alpha / beta) comes out at 0.212 / 0.184 eV. The calculation puts the strongest force on any atom at 3.63 eV/A. The calculation puts the relative energy (zero: lowest compared OMol25 entry of this formula, charge and spin) at 5.9 kcal per mole. For the HOMO-LUMO gap (alpha / beta), the calculation gives 4.774 / 4.798 eV.

Record 6
Below is C11H10BrNNiS as an isolated structure at a distorted geometry, with properties calculated with wB97M-V/def2-TZVPD.

```
! RIJCOSX wB97M-V def2-TZVPD def2/J DEFGRID3
* xyz -2 3
Br 0.72737 1.15484 -2.30908
Ni 2.03933 0.57611 -0.66619
S -0.59441 2.57766 0.86835
N 0.38985 5.18385 0.49310
C -2.92349 -0.23178 0.40788
C 3.01698 0.04418 0.96501
C -0.00893 4.07159 0.65245
C -3.00557 0.71005 -0.64499
C -2.41946 0.14698 -1.81261
C -2.36571 -1.43372 -0.12648
C 2.24505 -2.04784 0.29464
C 1.57290 -0.08295 1.31507
C -2.09862 -1.21826 -1.51764
C 3.36815 -1.18206 0.28878
C 1.18104 -1.42406 0.99843
H -2.13715 -2.29569 0.48956
H -3.55278 1.64672 -0.58129
H 3.74164 0.80764 1.24657
H -3.17670 -0.01690 1.45235
H 4.37994 -1.48326 0.03188
H 0.94492 0.64105 1.84397
H -1.63979 -1.90327 -2.22551
H 2.22453 -3.05443 -0.12581
H 0.26936 -1.92277 1.35214
H -2.17846 0.73634 -2.69059
*
```

The HOMO energy (alpha / beta) comes out at 0.173 / 0.259 eV. The calculation puts the strongest force on any atom at 3.54 eV/A. For the HOMO-LUMO gap (alpha / beta), the calculation gives 5.036 / 3.885 eV.